DFT (ωB97M-V with the def2-TZVPD basis set) results for a structure of composition C48H41FN10O5SiV at a distorted geometry.

Geometry (Å):
V (-0.843, 1.676, -0.128)
C (1.436, 1.772, -4.047)
C (0.599, 2.091, -2.988)
N (0.613, 1.446, -1.856)
C (1.470, 0.414, -1.790)
C (2.276, 0.112, -2.835)
N (2.266, 0.764, -3.985)
C (1.490, -0.301, -0.432)
C (2.447, -1.217, -0.098)
C (2.542, -1.544, 1.321)
C (1.775, -0.877, 2.219)
C (0.692, -0.066, 1.749)
N (0.631, 0.218, 0.423)
C (-0.220, 0.593, 2.567)
C (0.042, 0.769, 3.934)
N (-0.601, 1.512, 4.781)
C (-1.548, 2.267, 4.171)
C (-1.997, 2.144, 2.913)
N (-1.430, 1.201, 2.006)
C (3.516, -2.612, 1.803)
C (3.110, -3.794, 2.365)
C (4.075, -4.751, 2.788)
N (5.378, -4.559, 2.563)
C (5.743, -3.363, 2.030)
C (4.885, -2.413, 1.622)
H (1.481, 2.435, -4.908)
H (-0.149, 2.857, -3.058)
H (2.808, -0.867, -2.699)
H (3.072, -1.704, -0.886)
H (2.049, -1.140, 3.238)
H (0.949, 0.259, 4.320)
H (-2.036, 2.957, 4.797)
H (-2.697, 2.898, 2.495)
H (2.060, -4.020, 2.425)
H (3.804, -5.648, 3.295)
H (6.832, -3.206, 1.859)
H (5.300, -1.545, 1.119)
O (-3.990, 8.117, 0.343)
N (-2.979, 8.043, 0.984)
O (-2.601, 8.892, 1.761)
C (-2.211, 6.752, 0.897)
C (-1.057, 6.693, 1.629)
C (-0.260, 5.559, 1.688)
C (0.947, 5.576, 2.319)
C (1.776, 4.456, 2.158)
C (1.299, 3.383, 1.456)
N (0.104, 3.306, 0.880)
C (-0.654, 4.425, 0.958)
C (-1.865, 4.444, 0.171)
N (-2.181, 3.308, -0.498)
C (-3.374, 3.229, -1.125)
C (-4.258, 4.325, -1.205)
C (-3.844, 5.552, -0.702)
C (-2.654, 5.636, 0.008)
H (-0.838, 7.517, 2.291)
H (1.270, 6.534, 2.766)
H (2.776, 4.465, 2.551)
H (1.910, 2.472, 1.428)
H (-3.611, 2.201, -1.498)
H (-5.176, 4.240, -1.819)
H (-4.398, 6.468, -0.831)
C (0.543, -2.237, -6.119)
C (1.420, -2.444, -4.932)
C (2.296, -3.731, -4.990)
C (3.115, -3.967, -3.732)
C (2.106, -4.181, -2.676)
C (2.260, -5.131, -1.712)
C (1.383, -5.197, -0.678)
F (1.480, -6.247, 0.217)
C (0.309, -4.343, -0.532)
C (0.067, -3.420, -1.519)
C (-0.920, -2.365, -1.286)
O (-1.563, -2.445, -0.277)
C (-0.982, -1.329, -2.351)
C (-0.252, -1.526, -3.471)
N (0.664, -2.503, -3.642)
C (0.928, -3.391, -2.601)
C (-1.804, -0.064, -2.426)
O (-2.067, 0.402, -3.509)
O (-2.128, 0.471, -1.281)
H (1.123, -2.439, -7.054)
H (0.367, -1.172, -6.325)
H (-0.338, -2.878, -6.101)
H (2.178, -1.627, -5.013)
H (2.925, -3.582, -5.958)
H (1.568, -4.572, -5.145)
H (3.694, -3.027, -3.606)
H (3.852, -4.750, -3.858)
H (3.023, -5.912, -1.712)
H (-0.196, -4.324, 0.440)
H (-0.489, -0.899, -4.328)
C (-4.367, -2.083, 2.008)
Si (-3.054, -1.105, 2.905)
C (-3.740, -0.404, 4.471)
C (-1.748, -2.407, 3.359)
C (-2.384, 0.119, 1.658)
H (-4.899, -2.891, 2.480)
H (-3.916, -2.521, 1.077)
H (-5.218, -1.478, 1.630)
H (-4.032, -1.258, 5.079)
H (-4.579, 0.270, 4.371)
H (-2.907, 0.046, 5.012)
H (-1.608, -2.430, 4.433)
H (-0.778, -2.175, 2.931)
H (-2.072, -3.342, 2.894)
H (-3.200, 0.624, 1.281)
H (-2.009, -0.491, 0.885)

The calculation puts the LUMO energy (spin up / spin down) at -1.59 / -1.55 eV. As for the energy above the lowest of the compared OMol25 structures with the same formula, charge and spin: 22.6 kcal/mol. For the frontier orbital gap (spin up / spin down), the calculation gives 4.65 / 4.74 eV. The spin multiplicity is 4. The electronic energy comes out at -4110.86080 a.u.

Here are the Mulliken charges for atoms 1 to 4, given in e: atom 1 (V): 0.43, atom 2 (C): -0.84, atom 3 (C): -0.40, atom 4 (N): 0.28